{"formula": "C41H134N40O23", "method": "ωB97M-V/def2-TZVPD", "elements": ["C", "C", "C", "O", "C", "N", "H", "H", "H", "H", "H", "H", "H", "H", "H", "H", "H", "C", "C", "C", "O", "C", "N", "H", "H", "H", "H", "H", "H", "H", "H", "H", "H", "H", "C", "C", "C", "O", "C", "N", "H", "H", "H", "H", "H", "H", "H", "H", "H", "H", "H", "C", "C", "C", "O", "C", "N", "H", "H", "H", "H", "H", "H", "H", "H", "H", "H", "H", "C", "C", "C", "O", "C", "N", "H", "H", "H", "H", "H", "H", "H", "H", "H", "H", "H", "C", "C", "C", "O", "C", "N", "H", "H", "H", "H", "H", "H", "H", "H", "H", "H", "H", "C", "O", "N", "N", "H", "H", "H", "H", "C", "O", "N", "N", "H", "H", "H", "H", "C", "O", "N", "N", "H", "H", "H", "H", "C", "O", "N", "N", "H", "H", "H", "H", "C", "O", "N", "N", "H", "H", "H", "H", "C", "O", "N", "N", "H", "H", "H", "H", "C", "O", "N", "N", "H", "H", "H", "H", "C", "O", "N", "N", "H", "H", "H", "H", "C", "O", "N", "N", "H", "H", "H", "H", "C", "O", "N", "N", "H", "H", "H", "H", "C", "O", "N", "N", "H", "H", "H", "H", "C", "O", "N", "N", "H", "H", "H", "H", "C", "O", "N", "N", "H", "H", "H", "H", "C", "O", "N", "N", "H", "H", "H", "H", "C", "O", "N", "N", "H", "H", "H", "H", "C", "O", "N", "N", "H", "H", "H", "H", "C", "O", "N", "N", "H", "H", "H", "H"], "positions_angstrom": [[-4.540, -4.748, 2.157], [-4.329, -4.896, 0.674], [-5.541, -5.099, -0.316], [-6.185, -6.408, -0.009], [-7.361, -6.672, -0.781], [-3.517, -3.680, 0.252], [-4.867, -3.776, 2.524], [-3.634, -4.943, 2.732], [-5.256, -5.439, 2.602], [-3.626, -5.649, 0.317], [-5.319, -5.190, -1.380], [-6.200, -4.260, -0.098], [-7.287, -6.375, -1.827], [-8.268, -6.204, -0.401], [-7.592, -7.715, -0.565], [-3.199, -3.787, -0.701], [-2.654, -3.750, 0.771], [-4.675, 0.915, 8.327], [-4.110, 0.148, 7.113], [-4.802, 0.527, 5.774], [-4.341, -0.171, 4.699], [-5.223, -0.559, 3.734], [-2.701, 0.358, 6.989], [-4.503, 1.990, 8.290], [-4.316, 0.383, 9.208], [-5.749, 0.754, 8.426], [-4.319, -0.900, 7.325], [-4.451, 1.545, 5.603], [-5.886, 0.455, 5.862], [-5.808, -1.371, 4.167], [-4.634, -1.069, 2.972], [-5.628, 0.315, 3.223], [-2.416, -0.071, 6.120], [-2.459, 1.286, 6.673], [3.796, -7.550, 0.261], [3.424, -7.049, -1.116], [2.195, -7.868, -1.665], [2.060, -7.529, -3.078], [1.707, -6.173, -3.553], [3.194, -5.558, -1.063], [2.956, -7.591, 0.955], [4.574, -6.904, 0.667], [4.123, -8.576, 0.094], [4.338, -7.200, -1.691], [1.261, -7.468, -1.270], [2.421, -8.933, -1.721], [1.550, -5.378, -2.823], [0.789, -6.305, -4.126], [2.405, -5.846, -4.323], [3.374, -5.171, -1.979], [3.870, -5.105, -0.465], [5.373, -1.185, -1.375], [5.286, -2.716, -1.463], [6.420, -3.439, -2.205], [6.226, -4.759, -2.651], [5.257, -4.884, -3.683], [4.967, -3.338, -0.184], [4.972, -0.720, -0.474], [4.995, -0.701, -2.275], [6.432, -0.930, -1.415], [4.326, -2.919, -1.937], [7.318, -3.435, -1.587], [6.641, -2.858, -3.100], [4.248, -4.718, -3.307], [5.422, -5.920, -3.976], [5.460, -4.317, -4.592], [5.713, -3.310, 0.496], [4.295, -2.721, 0.250], [-2.724, 6.440, -0.204], [-4.099, 5.757, -0.359], [-4.884, 6.181, -1.582], [-4.046, 6.307, -2.772], [-4.559, 6.817, -3.983], [-3.720, 4.307, -0.378], [-2.348, 6.032, 0.734], [-2.814, 7.503, 0.021], [-2.020, 6.279, -1.020], [-4.685, 5.986, 0.531], [-5.377, 7.102, -1.271], [-5.696, 5.473, -1.752], [-5.244, 7.664, -3.966], [-5.185, 5.992, -4.324], [-3.767, 6.924, -4.724], [-2.982, 4.132, -1.045], [-4.471, 3.670, -0.603], [1.072, 6.530, -0.561], [2.319, 7.272, 0.067], [2.049, 8.811, 0.153], [3.133, 9.499, 0.871], [3.058, 10.913, 0.709], [2.605, 6.635, 1.350], [1.324, 5.589, -1.050], [0.603, 7.255, -1.227], [0.388, 6.474, 0.286], [3.104, 7.066, -0.661], [1.044, 8.789, 0.573], [1.951, 9.152, -0.878], [3.870, 11.410, 1.240], [2.092, 11.286, 1.049], [3.058, 11.280, -0.318], [3.347, 7.166, 1.783], [1.897, 6.991, 1.976], [-4.451, 0.416, 0.352], [-5.546, 0.908, 0.081], [-4.257, -0.845, 0.635], [-3.310, 1.070, 0.388], [-5.041, -1.462, 0.786], [-3.294, -1.139, 0.713], [-2.606, 0.399, 0.658], [-3.209, 2.051, 0.169], [4.971, -4.628, 3.331], [3.710, -4.589, 3.240], [5.733, -3.541, 3.220], [5.611, -5.702, 3.444], [6.714, -3.741, 3.352], [5.337, -2.682, 2.864], [5.190, -6.619, 3.399], [6.541, -5.647, 3.055], [-0.952, 3.536, 2.343], [-0.302, 3.837, 3.337], [-2.275, 3.582, 2.319], [-0.451, 2.825, 1.357], [-2.760, 3.400, 1.452], [-2.833, 3.939, 3.081], [-1.185, 2.137, 1.267], [0.469, 2.428, 1.485], [1.705, -2.574, -3.486], [2.537, -2.873, -4.290], [0.464, -2.971, -3.670], [2.037, -1.870, -2.344], [-0.134, -2.650, -2.922], [0.121, -3.481, -4.471], [3.040, -1.767, -2.283], [1.482, -1.661, -1.526], [1.556, 6.414, -4.630], [0.348, 6.573, -4.752], [2.534, 7.302, -4.955], [2.194, 5.317, -4.193], [3.502, 7.014, -4.990], [2.178, 8.210, -5.217], [3.187, 5.371, -4.369], [1.799, 4.409, -3.997], [-1.023, -0.724, 3.830], [0.197, -0.832, 4.003], [-1.870, -1.688, 3.913], [-1.598, 0.412, 3.754], [-1.471, -2.612, 3.995], [-2.851, -1.455, 3.964], [-2.574, 0.476, 4.006], [-1.050, 1.251, 3.876], [-2.094, -6.142, -1.924], [-1.894, -7.221, -1.334], [-1.475, -5.069, -1.642], [-3.031, -5.911, -2.796], [-1.739, -4.156, -1.983], [-0.807, -5.097, -0.885], [-2.991, -4.921, -2.993], [-3.668, -6.564, -3.231], [3.247, 3.259, 4.425], [3.327, 2.888, 3.248], [2.126, 3.476, 5.081], [4.255, 3.562, 5.174], [1.189, 3.570, 4.716], [2.346, 3.691, 6.043], [5.194, 3.379, 4.852], [4.053, 3.763, 6.143], [0.205, -0.387, 0.046], [-0.928, -0.624, 0.395], [1.135, -1.187, 0.357], [0.554, 0.549, -0.852], [0.913, -1.968, 0.957], [2.096, -1.113, 0.055], [1.534, 0.792, -0.874], [-0.146, 1.242, -1.076], [-6.036, -1.933, -2.890], [-6.998, -2.589, -3.180], [-5.816, -0.723, -3.308], [-5.229, -2.219, -1.916], [-5.238, -0.074, -2.793], [-6.382, -0.388, -4.075], [-4.496, -1.584, -1.635], [-5.317, -2.968, -1.245], [0.152, -4.586, 1.787], [-0.743, -4.277, 1.009], [-0.092, -5.107, 3.004], [1.431, -4.650, 1.453], [0.523, -5.834, 3.339], [-0.682, -4.603, 3.651], [1.767, -4.605, 0.501], [2.079, -4.853, 2.201], [3.080, 2.970, -0.160], [3.007, 1.720, 0.006], [3.308, 3.591, -1.229], [2.912, 3.852, 0.788], [3.290, 3.059, -2.087], [3.309, 4.597, -1.136], [3.028, 3.480, 1.720], [2.841, 4.856, 0.701], [-2.449, -0.974, -2.910], [-2.291, -2.067, -2.381], [-2.514, -0.756, -4.161], [-2.384, 0.075, -2.250], [-2.477, -1.501, -4.842], [-2.393, 0.087, -4.704], [-2.624, 0.934, -2.724], [-2.273, 0.047, -1.246], [1.145, 1.747, -4.270], [1.014, 2.673, -3.661], [0.578, 0.597, -4.018], [1.578, 1.889, -5.485], [-0.268, 0.728, -3.482], [0.578, -0.147, -4.702], [1.926, 1.187, -6.122], [1.455, 2.846, -5.784], [6.736, 1.184, 1.288], [7.447, 2.151, 1.009], [5.477, 1.125, 1.428], [7.122, -0.015, 1.579], [4.885, 1.917, 1.221], [5.102, 0.310, 1.891], [6.376, -0.565, 1.982], [8.125, -0.114, 1.637], [3.337, -1.057, 2.885], [4.299, -1.159, 2.196], [2.881, 0.019, 3.380], [2.594, -2.044, 3.156], [3.228, 0.950, 3.195], [1.953, -0.106, 3.759], [1.753, -1.825, 3.671], [2.778, -2.995, 2.869], [-2.879, 3.436, -4.089], [-3.196, 2.490, -3.396], [-1.842, 4.150, -4.030], [-3.638, 3.846, -5.022], [-1.735, 5.027, -4.519], [-1.112, 3.910, -3.374], [-4.559, 3.433, -5.071], [-3.233, 4.543, -5.631]], "mulliken_charge": [-1.507, 0.962, -1.193, -0.412, -0.787, 1.761, 0.160, 0.240, 0.481, 0.219, 0.504, 0.495, 0.300, 0.306, 0.302, -0.792, -0.423, -1.540, 0.535, -1.095, -0.139, -0.366, -0.684, 0.342, 0.369, 0.394, 0.275, 0.234, 0.560, 0.476, -0.454, 0.501, 0.226, 0.313, -1.749, 0.705, -0.388, -0.515, -0.434, 1.339, 0.254, 0.371, 0.530, 0.238, 0.208, 0.315, -0.066, 0.375, 0.279, -1.397, -0.101, -1.552, 2.747, -1.242, -0.352, -0.178, -0.185, 0.392, 0.252, 0.543, -1.652, 0.329, 0.467, -0.062, 0.176, 0.421, 0.405, -0.467, -1.369, 0.088, -1.049, -0.083, -0.951, -0.189, 0.246, 0.512, 0.345, 0.416, 0.469, 0.444, 0.350, 0.342, 0.220, -0.106, 0.076, -0.475, 0.139, -1.087, -0.300, -0.807, -0.656, -0.483, 0.601, 0.311, 0.229, 0.389, 0.440, 0.269, 0.336, 0.318, 0.274, 0.312, 0.581, -0.844, 1.251, 1.917, 0.195, -0.778, -1.956, -0.220, 0.532, -0.820, -0.232, -0.423, 0.224, -0.115, 0.273, 0.164, 0.368, -0.811, 0.014, 0.695, -0.176, 0.247, -0.443, -0.129, -0.089, -0.718, 0.366, 0.344, -0.516, 0.313, -0.093, 0.198, 0.722, -0.634, -0.472, 0.012, 0.158, 0.247, 0.234, 0.009, 0.064, -1.135, 0.024, 0.613, 0.004, -0.027, -0.138, 0.011, 0.331, -0.794, 0.999, -0.167, -0.177, -0.586, 0.170, 0.209, 0.597, -0.863, -0.211, -0.425, 0.278, 0.086, 0.268, 0.132, -0.561, -1.221, 2.396, 1.918, -1.163, -0.467, -0.580, -0.071, 0.616, -0.757, -0.200, 0.418, 0.168, 0.218, -0.669, -0.197, 0.264, -0.207, -0.443, 0.717, 0.219, 0.172, -0.754, -0.023, 0.774, -0.432, -0.345, 0.017, 0.260, -0.046, -0.001, 0.182, -0.380, -0.153, 0.043, 2.192, 0.263, 0.170, 0.048, -1.259, 0.400, -0.668, 0.126, -0.454, -0.440, 0.282, 0.177, 0.177, 0.580, -0.813, 0.257, -0.215, -0.355, 0.262, 0.025, 0.218, 0.622, -0.241, 0.129, 0.584, -0.273, 0.153, 0.220, -0.535, 0.534, -0.786, 0.089, -0.431, 0.091, -0.237, 0.265, 0.125], "e_tot_ha": -5563.5691, "gap_ev": 8.21, "e_homo_ha": -0.3018, "multiplicity": 1}